A cluster of 14 separate species, C61H77Cl2N13 in total in a non-equilibrium geometry, computed with ωB97M-V with the def2-TZVPD basis set.

The value obtained for the orbital gap is 0.3627 hartree. The charge is 0. The value obtained for the LUMO energy is 0.299 eV.

The geometry in XYZ format:
```
153
Properties=species:S:1:pos:R:3:forces:R:3:lowdin_charge:R:1
N -0.4065 -1.0329 5.7384 -0.60 -1.33 -0.01 0.065
C -0.3365 -2.3928 5.6959 -0.79 1.49 0.71 -0.147
C -1.2216 -3.2256 6.3869 0.15 -0.53 -0.15 -0.082
C -2.2176 -2.6638 7.1723 -1.37 0.93 0.50 -0.075
C -2.2921 -1.2397 7.2630 0.13 -1.14 -1.31 -0.054
C -1.4081 -0.5030 6.4565 0.80 -0.81 1.13 -0.174
H 0.4471 -2.7583 5.0713 0.42 -0.51 -0.21 0.088
H -1.1566 -4.3249 6.3056 0.09 0.76 -0.06 0.112
H -3.0258 -3.3126 7.6470 1.40 0.95 -0.49 0.126
H -3.0960 -0.7079 7.7699 0.27 -0.31 0.13 0.099
H -1.3741 0.5671 6.5291 -0.32 0.46 -0.16 0.089
N 1.6886 -5.3576 -4.3528 -0.64 1.78 0.38 0.057
C 1.0888 -4.9999 -3.1595 0.54 0.25 -2.14 -0.133
C 0.2912 -3.8600 -3.0592 -0.66 -0.50 -1.10 -0.098
C -0.0879 -3.1665 -4.2339 0.85 1.09 1.33 -0.085
C 0.5957 -3.4406 -5.4149 -0.82 -0.50 0.54 -0.080
C 1.4895 -4.5177 -5.4168 0.01 -0.49 1.28 -0.143
H 1.2994 -5.6339 -2.3018 -0.04 0.08 -0.14 0.102
H -0.1563 -3.6089 -2.1185 -0.07 0.14 0.43 0.065
H -0.7239 -2.2406 -4.1138 0.51 -1.30 -0.41 0.096
H 0.3002 -2.8934 -6.3020 0.49 -0.04 -0.13 0.100
H 2.1170 -4.6724 -6.2901 -0.21 -0.40 0.04 0.098
N 1.8562 0.7949 1.5328 0.18 -0.82 0.19 0.053
C 1.9037 0.4251 2.8180 0.63 1.57 -0.41 -0.136
C 2.8883 0.9310 3.7056 -0.61 0.07 -1.34 -0.065
C 3.8268 1.8170 3.1978 -0.44 0.01 -0.25 -0.064
C 3.7629 2.1588 1.8207 1.78 0.76 1.84 -0.085
C 2.8287 1.5760 1.0441 -1.00 -0.63 -1.04 -0.190
H 1.0776 -0.1812 3.1317 -0.18 -0.36 0.43 0.084
H 2.8527 0.7248 4.7508 0.03 -0.42 0.51 0.094
H 4.5540 2.2175 3.9147 -0.14 0.10 -0.65 0.111
H 4.4546 2.8940 1.4004 -0.08 -0.40 0.07 0.105
H 2.8653 1.6981 -0.0524 -0.29 0.24 0.58 0.112
N -2.9384 2.9025 5.6591 -1.07 -2.19 -0.09 0.088
C -3.7648 1.7931 5.6190 -0.27 3.39 1.27 -0.158
C -3.7186 0.8703 4.6488 -1.48 -2.67 0.17 -0.134
C -2.6787 0.8518 3.7879 0.85 -0.15 -2.17 -0.110
C -1.7651 1.9119 3.8141 -0.23 -2.68 -1.77 -0.134
C -1.9853 2.8756 4.7269 0.96 2.68 1.21 -0.190
H -4.6328 1.7417 6.2897 0.66 0.41 0.17 0.112
H -4.4944 0.0662 4.6688 0.79 0.71 -0.21 0.131
H -2.6661 0.0800 2.9937 0.37 0.50 0.59 0.104
H -0.9877 1.8776 3.0355 -0.14 0.54 0.99 0.024
H -1.3071 3.7546 4.7025 -0.55 -0.49 0.28 0.097
N -1.3332 1.8694 -4.6809 0.10 -0.33 0.39 0.053
C -1.7387 3.0747 -4.2257 0.41 -0.13 0.59 -0.155
C -0.9294 3.9016 -3.4417 1.87 -1.06 0.22 -0.050
C 0.3977 3.3966 -3.1384 -1.04 1.61 0.42 -0.091
C 0.7687 2.1447 -3.5689 0.62 -0.65 -0.73 -0.108
C -0.1228 1.3965 -4.3335 -0.83 1.12 -0.50 -0.163
H -2.7741 3.3567 -4.4329 0.35 -0.06 -0.21 0.080
H -1.2266 4.8937 -3.0733 0.00 -0.61 -0.28 0.104
H 1.0972 4.0070 -2.5226 -0.70 -0.56 -0.67 0.072
H 1.7821 1.7248 -3.4796 -0.46 0.47 0.47 0.112
H 0.1872 0.4400 -4.7598 -0.25 0.13 0.17 0.101
N -3.5134 -1.8921 -6.4500 0.18 -0.06 0.24 0.046
C -3.4600 -0.7115 -5.8268 -0.13 0.94 -0.84 -0.150
C -4.4904 0.2406 -5.9986 0.31 -1.03 0.55 -0.066
C -5.6469 -0.1321 -6.6454 -0.48 0.69 -1.26 -0.088
C -5.7289 -1.3908 -7.2203 0.09 -0.21 -0.80 -0.084
C -4.6146 -2.2031 -7.1558 0.39 0.25 0.48 -0.161
H -2.5042 -0.3609 -5.3614 -0.94 -0.67 -0.23 0.091
H -4.3877 1.2336 -5.6384 0.24 0.68 0.37 0.081
H -6.3847 0.6214 -6.9835 0.30 -0.46 0.84 0.119
H -6.5296 -1.6702 -7.9143 0.12 0.15 0.54 0.107
H -4.5585 -3.0922 -7.7699 -0.01 -0.25 0.21 0.100
N 0.4760 -4.2964 0.6020 -0.78 0.49 1.80 0.069
C 0.4491 -3.3134 1.6022 0.27 -1.53 -1.72 -0.119
C -0.7099 -2.9445 2.2259 -0.56 -0.45 0.46 -0.092
C -1.8988 -3.5842 1.8740 -0.68 -0.05 -0.07 -0.071
C -1.9027 -4.6359 0.9851 1.56 1.20 0.37 -0.082
C -0.6780 -4.9715 0.4186 0.65 0.26 -0.87 -0.164
H 1.3988 -2.8492 1.8787 -0.18 -0.16 -0.35 0.087
H -0.7168 -2.2671 3.0660 0.11 0.42 -0.19 0.070
H -2.8586 -3.2646 2.2641 0.13 0.14 0.29 0.104
H -2.7695 -5.0850 0.6046 -1.09 -0.69 -0.10 0.058
H -0.7248 -5.7964 -0.3174 0.58 0.55 0.32 0.106
N 4.4225 3.8855 -2.2009 -0.95 1.37 0.90 0.051
C 4.1106 4.9622 -1.4360 0.78 -0.91 -0.58 -0.144
C 5.1077 5.7436 -0.8637 -0.87 1.09 -0.08 -0.092
C 6.4279 5.5606 -1.2323 0.38 -1.50 0.33 -0.082
C 6.7785 4.3829 -1.9358 0.50 1.50 -0.19 -0.057
C 5.7031 3.6265 -2.3899 0.33 -0.59 -0.06 -0.187
H 3.0572 5.1960 -1.3347 0.08 -0.14 0.24 0.064
H 4.8064 6.5893 -0.2201 0.29 -0.46 -0.46 0.109
H 7.1661 6.2527 -0.8591 0.24 -0.01 -0.07 0.099
H 7.8562 4.1928 -2.2139 -1.53 -0.01 0.35 0.120
H 5.8088 2.7210 -2.9504 0.71 -0.41 -0.34 0.093
C -0.4868 1.0924 -0.6807 -1.28 0.12 -0.10 -0.950
Cl -0.7899 -0.5369 -1.2580 -0.30 -0.42 -0.11 0.579
Cl -1.4255 1.4860 0.7844 -0.03 -0.14 -0.44 0.648
H 0.5168 1.1102 -0.3722 1.24 0.35 0.21 -0.039
H -0.7883 1.7954 -1.4508 0.26 -0.04 0.08 -0.001
C 4.5546 -2.2209 4.1947 0.86 0.65 1.04 -0.106
C 5.9644 -1.7389 3.7740 -1.57 -0.03 -1.40 -0.243
C 6.5659 -2.7222 2.7682 0.26 -0.02 -0.65 -0.209
C 6.9614 -4.0147 3.3732 0.23 0.91 0.40 -0.225
N 7.1811 -4.9397 4.0201 0.02 -0.05 -0.34 0.132
H 4.2197 -1.7283 5.1067 0.14 0.10 0.23 0.062
H 4.6078 -3.2759 4.4333 -0.33 -0.33 -0.19 0.065
H 3.8083 -1.9523 3.4577 0.13 -0.43 -0.38 0.019
H 6.6671 -1.5084 4.5332 0.46 -0.21 1.16 0.093
H 5.8342 -0.7921 3.2435 0.00 -0.02 -0.16 0.089
H 7.3237 -2.1953 2.1660 0.39 -0.68 0.54 0.119
H 5.8472 -2.9863 2.0054 -0.62 0.07 -0.11 0.080
C 2.1506 5.4146 3.1020 1.53 -0.50 0.05 -0.110
C 0.8110 4.8385 3.3992 -0.86 0.19 0.32 -0.271
C -0.1207 4.9566 2.2051 -0.22 -0.17 -0.46 -0.183
C 0.4696 4.6654 0.8940 0.82 -0.14 -1.21 -0.186
N 0.9667 4.5014 -0.1428 -0.78 0.14 1.49 0.189
H 2.0695 6.4744 2.8728 0.22 0.05 -0.25 0.085
H 2.6847 4.8410 2.3175 -0.59 0.56 -0.09 0.067
H 2.8508 5.2835 3.9295 -0.27 0.30 0.34 0.079
H 0.2945 5.4261 4.1866 0.44 -0.49 -0.13 0.122
H 0.8589 3.8107 3.7104 0.22 -0.52 0.27 0.093
H -0.4278 5.9861 2.1983 -0.40 0.57 -0.42 0.119
H -1.0131 4.3429 2.3019 -0.13 -0.06 0.12 0.092
C -5.0646 1.3904 0.0237 -0.23 -1.30 0.61 -0.131
C -4.8471 2.8329 0.3596 -0.20 0.82 -0.81 -0.275
C -4.0144 3.5796 -0.7132 0.17 -1.41 0.41 -0.180
C -4.7260 3.5034 -2.0008 0.53 0.12 -2.22 -0.222
N -5.1051 3.4646 -3.1034 0.32 0.01 2.12 0.147
H -4.1413 0.7704 0.0469 -0.43 0.58 -0.40 0.054
H -5.6183 1.2730 -0.9108 0.26 -0.15 -0.04 0.073
H -5.6897 0.9501 0.8208 0.06 0.11 -0.34 0.082
H -4.3736 2.8963 1.3135 0.46 0.31 0.73 0.086
H -5.8184 3.3294 0.4188 0.01 0.02 0.21 0.115
H -3.0239 3.0499 -0.7504 -0.84 0.53 -0.50 0.082
H -3.8132 4.6137 -0.4771 -0.11 0.34 0.15 0.110
C -5.3004 -2.3094 -1.6278 2.40 -0.47 -2.11 -0.059
C -5.0502 -2.6740 -3.1334 -0.60 -0.51 1.87 -0.225
C -3.7467 -3.4047 -3.3352 0.27 -0.07 -0.50 -0.202
C -3.4847 -4.5043 -2.4320 -0.22 -0.48 0.13 -0.212
N -3.3204 -5.4318 -1.7764 0.09 0.00 0.15 0.172
H -4.4377 -1.6383 -1.4226 -1.03 0.10 0.56 0.083
H -5.1394 -3.2052 -1.0710 0.07 -0.66 0.65 0.045
H -6.2812 -1.9834 -1.4327 -0.96 1.01 0.23 0.055
H -5.0322 -1.8098 -3.7305 0.09 1.31 -0.77 0.071
H -5.8281 -3.2843 -3.5500 -0.63 -0.44 0.03 0.107
H -2.8826 -2.7603 -3.3320 0.29 0.45 0.15 0.089
H -3.7809 -3.8262 -4.3277 0.26 -0.20 -0.48 0.112
C 4.5002 -3.1426 -2.5402 -0.22 -0.15 0.49 -0.095
C 3.5018 -1.9886 -2.3700 0.18 -0.87 0.79 -0.219
C 2.6354 -2.1581 -1.0848 0.49 -1.55 -1.07 -0.188
C 3.3133 -1.9423 0.1583 0.52 1.31 0.17 -0.207
N 3.8655 -1.5708 1.0931 0.23 -0.34 0.26 0.208
H 3.9649 -4.0763 -2.7928 0.26 0.25 0.58 0.070
H 5.1773 -3.2427 -1.6647 -0.60 -0.19 -0.37 0.083
H 5.1403 -2.9754 -3.3821 0.43 0.32 -0.59 0.057
H 2.8075 -2.0413 -3.1867 -0.42 0.15 -0.53 0.084
H 4.0200 -1.0428 -2.4202 0.02 0.43 0.21 0.101
H 2.3596 -3.2226 -1.0333 -0.39 0.22 -0.26 0.097
H 1.7322 -1.5810 -1.1343 -0.43 0.37 0.17 0.058
```
Positions in Å, forces in eV/Å.